Entry 1:
DFT (ωB97M-V with the def2-TZVPD basis set) results for C40H23ClF11N2O6PPt as an isolated structure at a distorted geometry.

```
85
Properties=species:S:1:pos:R:3:forces:R:3:mulliken_charge:R:1
Pt -0.2842 0.1015 -0.1067 0.3 1.1 0.3 4.19
O 4.0639 0.0806 4.1755 0.1 0.0 -0.3 -0.59
C 2.9154 0.1793 4.8096 -0.3 0.0 0.1 0.41
O 2.8609 0.4020 5.9921 0.0 0.0 0.0 -0.60
C 1.6436 0.0247 4.0125 -0.3 0.1 0.0 -0.15
C 0.3959 -0.0868 4.6062 0.2 -0.3 0.0 0.08
Cl 0.0125 -0.3537 6.2395 -0.1 0.1 -0.2 -0.14
N -0.5484 -0.1160 3.6303 -0.2 0.4 0.6 -0.57
N 0.0106 0.0102 2.4266 0.3 -0.1 -0.5 1.34
C 1.3196 0.0455 2.6296 0.4 -0.1 -0.1 -0.53
C 2.2457 -0.0310 1.4508 0.2 0.2 -0.2 1.10
O 3.4601 -0.1014 1.6198 -0.1 0.0 0.3 -0.95
O 1.7362 -0.0017 0.2680 0.0 -0.3 0.3 -1.09
C -1.9626 -0.2622 3.8113 -0.1 0.2 0.0 -0.39
C -2.6467 0.5869 4.6745 0.1 0.0 -0.2 -0.38
C -3.9935 0.3700 4.9003 -0.1 0.0 0.0 -0.72
C -4.6593 -0.6498 4.2301 -0.2 0.4 -0.6 -0.67
C -3.9961 -1.4144 3.2748 0.7 -1.1 1.7 -0.49
C -2.6110 -1.2838 3.1502 -0.3 0.2 -0.5 0.27
H 3.9215 -0.0530 3.2012 0.0 0.0 -0.1 0.40
H -2.1348 1.4138 5.1447 0.1 0.0 0.1 0.55
H -4.5206 0.9802 5.6219 0.0 0.1 -0.1 0.41
H -5.7191 -0.8033 4.3906 0.0 -0.1 0.2 0.43
H -4.4166 -2.3829 3.0189 -0.3 0.4 -0.8 0.39
H -2.0466 -1.9477 2.5159 0.1 -0.1 -0.1 0.10
O 0.6592 -0.8586 -2.5410 0.2 0.2 -0.1 -0.59
C 0.2431 0.1324 -2.0549 0.0 0.0 0.0 -0.43
C 0.2026 1.4370 -2.7761 -0.2 0.0 0.0 0.14
C 0.2931 1.4513 -4.1673 0.1 0.0 0.0 -0.65
C 0.3088 2.6658 -4.8240 0.0 0.1 0.0 -0.78
C 0.2638 3.8581 -4.0999 0.0 0.0 0.0 -0.75
C 0.1833 3.8368 -2.7200 0.0 0.0 0.0 -0.26
C 0.1244 2.6127 -2.0574 0.0 0.1 0.0 -0.22
P 0.0194 2.4619 -0.2574 -0.2 -0.4 -0.9 0.79
C 1.5290 3.3367 0.2634 -0.1 -0.2 0.5 0.90
C 1.4526 4.6152 0.8223 0.0 0.0 -0.1 -0.70
C 2.6049 5.2610 1.2417 0.0 0.0 0.0 -0.71
C 3.8366 4.6352 1.1278 0.0 0.0 0.0 -0.64
C 3.9226 3.3813 0.5426 0.0 0.0 0.0 -0.78
C 2.7797 2.7354 0.1014 -0.1 0.0 -0.1 -0.51
C -1.3904 3.4965 0.1914 0.0 -0.2 0.3 0.47
C -2.4383 3.6760 -0.7078 0.1 0.0 0.0 -0.90
C -3.5892 4.3361 -0.3053 0.0 0.0 0.0 -0.76
C -3.7087 4.7993 0.9959 0.0 0.0 0.0 -0.67
C -2.6781 4.5986 1.9043 0.0 0.0 0.0 -1.04
C -1.5268 3.9420 1.5078 -0.1 -0.1 0.0 -0.59
H 0.3527 0.5147 -4.7043 0.0 0.0 0.0 0.57
H 0.3683 2.6929 -5.9037 0.0 0.0 0.0 0.43
H 0.2971 4.8059 -4.6208 0.0 0.0 0.0 0.46
H 0.1525 4.7621 -2.1574 0.0 0.0 0.0 0.52
H 0.5042 5.1208 0.9150 0.0 0.0 0.0 0.47
H 2.5354 6.2547 1.6640 0.0 0.0 0.0 0.45
H 4.7296 5.1267 1.4908 0.0 0.0 0.0 0.41
H 4.8797 2.8889 0.4378 0.0 0.0 0.0 0.47
H 2.8662 1.7671 -0.3658 0.0 -0.1 0.0 0.52
H -2.3675 3.2904 -1.7165 0.0 0.0 0.0 0.34
H -4.4024 4.4702 -1.0061 0.0 0.0 0.0 0.46
H -4.6151 5.2998 1.3093 0.0 0.0 0.0 0.42
H -2.7821 4.9330 2.9278 0.0 0.0 0.0 0.45
H -0.7465 3.7447 2.2326 0.0 0.0 0.0 0.62
F -2.7638 1.3521 1.4547 0.1 0.0 -0.1 -0.25
C -3.1938 0.6888 0.3659 -0.2 -0.6 0.7 1.59
C -2.2786 0.2212 -0.5657 -0.3 -0.7 0.2 -0.83
C -2.8722 -0.4480 -1.6356 0.0 0.3 0.1 0.18
F -2.1244 -0.9424 -2.6274 0.2 -0.1 -0.2 -0.39
C -4.2384 -0.6356 -1.7810 0.2 0.0 0.0 0.29
F -4.7259 -1.2438 -2.8642 0.0 0.0 0.1 -0.33
C -5.0882 -0.1730 -0.8031 -0.1 -0.4 0.7 0.50
F -6.4003 -0.3479 -0.9202 -0.1 0.2 -0.1 -0.36
C -4.5670 0.4326 0.3395 0.3 1.8 -1.6 0.11
F -5.3775 1.2609 1.0338 0.0 -0.8 0.5 -0.36
C -0.3979 -3.3831 -1.6047 0.0 0.0 0.0 -2.07
C -0.3048 -3.1435 -0.1016 0.1 0.0 0.0 0.98
O -0.4820 -1.8643 0.3763 -0.4 0.1 -0.1 0.16
C 1.0875 -3.6168 0.3900 0.0 0.1 0.0 0.53
F 1.2672 -4.9418 0.2465 0.0 0.0 0.0 -0.31
F 2.0507 -3.0032 -0.3133 0.0 0.0 0.0 -0.24
F 1.2970 -3.3221 1.6808 0.0 0.0 0.0 -0.24
C -1.4165 -3.9999 0.5581 0.0 0.1 0.0 0.16
F -1.3567 -3.9883 1.8990 0.0 0.0 0.1 -0.25
F -1.3928 -5.2852 0.1808 0.0 0.0 0.0 -0.30
F -2.6231 -3.5119 0.2129 0.0 0.0 0.0 -0.24
H 0.3659 -2.8118 -2.1144 0.0 -0.2 0.1 0.55
H -1.3718 -3.0587 -1.9627 0.0 -0.1 0.0 0.34
H -0.2682 -4.4411 -1.8252 0.0 0.0 0.0 0.46
```
Forces are in eV/Å.

The value obtained for the HOMO energy is -9.41 eV. For the electronic energy, the calculation gives -112070.0161 eV. The HOMO-LUMO gap comes out at 8.229 eV. The charge is 0. The value obtained for the energy relative to the best compared isomer or geometry (same formula, charge and spin) is 0.366 eV.


Entry 2:
DFT (ωB97M-V with the def2-TZVPD basis set) results for C5H13N in the gas phase at a distorted geometry.

```
19
Properties=species:S:1:pos:R:3:forces:R:3:mulliken_charge:R:1
C -1.4031 -1.2916 -0.4213 -2.0 -1.4 -1.0 -1.29
C -0.8678 0.0645 -0.0322 -1.4 -1.5 2.5 0.28
C -0.9489 0.1551 1.5604 1.1 3.2 -0.7 -1.19
C 0.4928 0.2226 -0.6532 2.3 1.0 0.9 0.39
C 1.0966 1.5750 -0.4121 -0.9 1.0 0.4 -1.67
N 1.5638 -0.7649 -0.2689 -2.2 -1.2 0.2 -0.68
H -1.5659 -1.2327 -1.5447 -0.6 -0.3 1.2 0.32
H -0.7594 -2.1757 -0.3686 0.5 0.5 0.5 0.32
H -2.3399 -1.5943 0.2193 1.4 0.7 -1.7 0.32
H -1.6211 0.7667 -0.4170 0.7 0.3 -0.1 0.27
H -0.5090 1.1955 1.7885 -0.7 -1.3 0.0 0.30
H -0.1803 -0.5010 1.9616 -0.6 -0.5 0.5 0.26
H -1.9703 0.1977 2.0700 1.4 -0.8 -1.0 0.38
H 0.3655 0.2150 -1.7011 -0.3 -0.8 -1.4 0.31
H 0.4345 2.3509 -0.8421 0.5 -0.1 0.2 0.35
H 2.0953 1.6451 -0.8155 0.2 0.1 -0.3 0.44
H 1.1565 1.7201 0.6620 0.2 0.4 0.2 0.39
H 1.3005 -1.2027 0.6041 -0.5 -0.5 -0.1 0.27
H 2.4299 -0.3842 0.0161 0.9 1.3 -0.3 0.25
```
Forces are in eV/Å.

The value obtained for the HOMO energy is -9.28 eV. For the electronic energy, the calculation gives -6884.9929 eV. The HOMO-LUMO gap comes out at 10.347 eV. The charge is 0. The value obtained for the energy relative to the best compared isomer or geometry (same formula, charge and spin) is 1.204 eV.


Entry 3:
DFT (ωB97M-V with the def2-TZVPD basis set) results for a 2-piece molecular cluster, C2H3BrO2 overall at a distorted geometry.

```
8
Properties=species:S:1:pos:R:3:forces:R:3:mulliken_charge:R:1
C -0.0040 -0.0595 0.6684 -3.7 -0.1 -1.1 0.47
C 0.1249 0.6893 -0.6051 -3.1 -1.8 1.8 -0.62
O 1.0324 -0.8737 0.8846 1.5 -4.5 -1.3 -0.21
O 0.9718 0.3247 1.5265 0.9 3.8 2.7 -0.25
Br -1.6207 -1.8353 -1.6708 1.0 1.6 0.5 -0.35
H -1.0221 -0.4016 1.0874 1.7 0.9 -0.8 0.38
H 1.0155 0.6477 -1.0807 2.8 -0.5 -1.5 0.30
H -0.4977 1.5084 -0.8104 -1.1 0.7 -0.4 0.28
```
Forces are in eV/Å.

The value obtained for the HOMO energy (spin up / spin down) is -9.66 / -9.66 eV. For the electronic energy, the calculation gives -76252.8343 eV. The HOMO-LUMO gap (spin up / spin down) comes out at 6.171 / 6.172 eV. The charge is 0. The value obtained for the energy relative to the best compared isomer or geometry (same formula, charge and spin) is 7.443 eV.


Entry 4:
DFT (ωB97M-V with the def2-TZVPD basis set) results for a 6-piece molecular cluster, C26H32Br2N4O overall at a distorted geometry.

```
65
Properties=species:S:1:pos:R:3:forces:R:3:mulliken_charge:R:1
C 17.1289 15.4334 -11.5333 2.4 -1.5 -2.2 -0.55
C 15.8881 15.3209 -11.0077 -0.5 0.2 0.0 0.07
C 15.1588 14.1735 -11.2700 1.4 -3.1 -1.6 -0.62
N 15.6876 13.0886 -11.9918 0.1 2.2 1.6 -0.48
C 16.9934 13.2010 -12.4226 -3.4 -0.9 0.3 -0.30
C 17.6991 14.3370 -12.3244 -0.1 2.3 1.5 -0.33
H 17.6917 16.3448 -11.3955 0.1 0.0 0.0 0.40
H 15.4925 16.1740 -10.4765 -0.3 -0.2 0.2 0.41
H 14.1767 14.0049 -10.8536 -0.1 0.1 -0.3 0.62
H 17.3810 12.3212 -12.9148 0.0 -0.1 -0.1 0.40
H 18.6486 14.2831 -12.8362 0.3 0.8 0.4 0.36
C 12.6896 17.9673 -4.5606 -1.0 0.8 -0.7 -0.52
C 11.3017 18.1171 -4.3844 0.7 0.1 -0.6 -0.31
C 10.6450 19.0408 -5.1725 0.9 1.1 -1.2 -0.19
N 11.2544 19.9056 -6.0662 -0.5 -1.2 1.7 -0.57
C 12.5952 19.8387 -6.1259 -1.4 -0.6 0.4 -0.33
C 13.3160 18.8294 -5.4785 0.1 0.2 1.4 -0.34
H 13.2388 17.2228 -4.0033 0.2 0.1 0.0 0.72
H 10.6797 17.5511 -3.7067 0.3 -0.2 0.2 0.35
H 9.5761 19.1188 -5.0390 -0.2 0.3 -0.4 0.36
H 13.0093 20.6648 -6.6849 0.6 -0.3 -0.2 0.41
H 14.3950 18.8566 -5.4392 0.2 -0.1 -0.5 0.39
C 13.0817 7.6160 -7.3011 0.1 0.3 0.3 -0.26
C 11.7316 8.0062 -7.2307 0.8 -0.7 0.0 -0.33
C 11.4287 9.0717 -6.4449 1.4 2.1 -0.3 -0.36
N 12.4025 9.9259 -5.9213 -2.2 -1.4 1.1 -0.51
C 13.6142 9.4392 -5.8083 0.5 -0.4 -2.0 -0.32
C 14.0188 8.3045 -6.5516 -0.5 -0.1 -0.1 -0.28
H 13.4542 6.8014 -7.9045 -0.3 -0.1 -0.2 0.43
H 10.9268 7.5657 -7.8005 0.1 -0.4 0.1 0.35
H 10.3924 9.3747 -6.4234 0.0 0.5 0.3 0.34
H 14.3794 10.0449 -5.3456 0.0 0.2 0.3 0.44
H 15.0532 8.0197 -6.6756 0.1 0.0 0.5 0.50
C 16.6555 8.1317 -8.9573 0.7 2.0 1.0 -0.35
C 17.2820 8.9644 -7.9806 0.1 -0.9 0.5 -0.16
C 18.4273 8.5200 -7.2739 -1.9 -2.2 -2.9 -0.31
N 18.9412 7.3109 -7.6572 0.3 0.6 0.1 -0.61
C 18.4170 6.6074 -8.6996 1.1 0.9 2.2 -0.20
C 17.2691 6.9719 -9.3418 -0.5 -0.2 -0.5 -0.44
H 15.7422 8.4538 -9.4353 -0.1 0.1 0.0 0.54
H 16.8532 9.8954 -7.6402 -0.3 0.0 -0.4 0.41
H 18.7896 9.0862 -6.4286 0.5 -0.3 0.0 0.36
H 18.9375 5.6888 -8.9268 0.1 -0.1 -0.1 0.36
H 16.8481 6.3631 -10.1282 0.0 -0.1 0.0 0.38
C 10.7937 16.7816 -9.2124 0.7 1.6 -0.1 -0.54
C 10.4996 15.5931 -10.0370 -2.6 -1.0 -0.1 -0.65
C 11.7162 14.7326 -9.9682 -0.6 0.5 -0.5 -0.48
O 12.7070 15.7457 -10.0897 1.7 -0.7 -0.2 -0.20
C 12.2948 16.9723 -9.5308 -1.0 0.3 1.1 -0.31
H 10.5911 16.6578 -8.1485 0.1 -0.2 0.0 0.21
H 10.2336 17.6493 -9.5610 -0.1 0.0 0.2 0.32
H 10.2878 15.8646 -11.0711 0.3 0.1 -0.1 0.29
H 9.5617 15.1535 -9.6976 0.1 -0.5 0.1 0.37
H 11.7175 14.0451 -10.8141 0.6 0.1 -0.2 0.30
H 11.7875 14.1067 -9.0786 0.2 0.3 0.5 0.31
H 12.4446 17.8149 -10.2059 0.2 -0.3 -0.4 0.32
H 12.8161 17.2132 -8.6043 0.4 -0.2 0.1 0.13
Br 13.2893 14.9261 -5.7561 0.6 -0.4 -0.9 -0.13
C 14.4084 14.3343 -7.2948 0.2 -0.2 -0.3 -0.28
C 15.3211 13.1766 -6.8549 -0.1 0.3 -0.3 -0.36
Br 16.4320 12.5166 -8.3577 -0.4 0.5 0.3 -0.17
H 14.9610 15.1847 -7.6941 0.3 0.1 0.7 0.40
H 13.7662 14.1287 -8.1512 -0.3 -0.6 0.5 -0.06
H 14.7942 12.2832 -6.5198 -0.2 0.4 0.0 0.16
H 16.0253 13.5158 -6.0952 -0.1 -0.1 -0.1 0.47
```
Forces are in eV/Å.

The value obtained for the HOMO energy is -9.45 eV. For the electronic energy, the calculation gives -175570.8730 eV. The HOMO-LUMO gap comes out at 9.957 eV. The charge is 0.